{
  "formula": "C27H53F2N5O23S3",
  "method": "ωB97M-V/def2-TZVPD",
  "symbols": ["O", "C", "O", "C", "C", "F", "O", "H", "H", "H", "O", "C", "O", "C", "C", "F", "O", "H", "H", "H", "O", "S", "O", "O", "C", "C", "O", "H", "H", "H", "H", "O", "S", "O", "O", "C", "C", "O", "H", "H", "H", "H", "O", "S", "O", "O", "C", "C", "O", "H", "H", "H", "H", "C", "N", "C", "C", "O", "H", "H", "H", "H", "H", "H", "H", "C", "N", "C", "C", "O", "H", "H", "H", "H", "H", "H", "H", "C", "N", "C", "C", "O", "H", "H", "H", "H", "H", "H", "H", "C", "N", "C", "C", "O", "H", "H", "H", "H", "H", "H", "H", "C", "N", "C", "C", "O", "H", "H", "H", "H", "H", "H", "H"],
  "xyz": [[-2.0968, -4.4498, -0.2335], [-2.9246, -3.6173, 0.1474], [-4.0447, -3.5755, -0.6137], [-5.1164, -3.0289, 0.2386], [-4.2243, -2.1389, 1.0796], [-4.7804, -1.9743, 2.2998], [-3.0359, -2.8369, 1.1820], [-5.9734, -2.6704, -0.3316], [-5.5191, -3.7351, 0.9646], [-4.0714, -1.1138, 0.7422], [6.1150, -2.8570, 2.6263], [5.5942, -2.1711, 1.8334], [5.3516, -0.9250, 2.0550], [4.5827, -0.2917, 0.9796], [3.9659, -1.5206, 0.4377], [3.8500, -1.2983, -0.8530], [4.8551, -2.6173, 0.7683], [3.7914, 0.4222, 1.2085], [5.1839, 0.2201, 0.2281], [2.9484, -1.5843, 0.8234], [-0.8011, -0.2802, -0.8934], [-0.0108, -1.1249, -0.0586], [0.4267, -2.4222, -0.5907], [1.2262, -0.2367, 0.7172], [0.6183, 0.6658, 1.6412], [-0.7839, 0.0944, 2.1318], [-0.7848, -1.1862, 1.4285], [1.3435, 0.7051, 2.4540], [0.8021, 1.6927, 1.3254], [-1.6271, 0.7647, 1.9645], [-0.5896, -0.1310, 3.1804], [-0.6584, 3.6032, 0.5529], [-1.0951, 4.7398, -0.2498], [-2.4828, 5.1539, -0.2380], [-0.1753, 6.1332, -0.0688], [-0.1646, 6.7834, -1.3554], [-0.0311, 5.7217, -2.3861], [-0.5393, 4.5851, -1.8593], [-1.1002, 7.3161, -1.5254], [0.5762, 7.5785, -1.2704], [1.0226, 5.5356, -2.5938], [-0.4800, 5.8352, -3.3729], [5.0812, -3.4743, -4.1441], [4.5217, -4.5472, -3.3202], [5.4844, -5.4715, -2.7025], [3.4493, -3.8106, -2.2507], [2.1858, -3.6704, -2.7981], [2.1144, -4.4334, -4.2065], [3.2879, -5.3045, -4.0492], [1.3833, -4.0902, -2.1916], [2.0109, -2.5945, -2.8081], [2.3775, -3.9236, -5.1332], [1.1715, -4.8822, -4.5189], [-3.5059, 1.1960, -3.0683], [-3.6357, 2.3944, -3.9701], [-2.8364, 2.5595, -5.0122], [-3.1681, 3.8232, -5.7981], [-2.0870, 1.6877, -5.3671], [-3.3923, 0.2720, -3.6352], [-4.4724, 1.2190, -2.5648], [-2.7215, 1.0968, -2.3180], [-4.0967, 3.2217, -3.6191], [-2.6914, 4.7165, -5.3946], [-4.2413, 4.0001, -5.8701], [-2.8183, 3.8566, -6.8298], [1.2723, -1.2441, 5.0199], [0.5807, -2.3300, 4.3255], [1.0393, -3.0760, 3.3709], [0.1428, -4.1185, 2.7826], [2.2363, -3.0706, 3.0650], [1.4986, -1.6276, 6.0147], [0.6454, -0.3623, 5.1522], [2.2566, -0.9489, 4.6565], [-0.4023, -2.3380, 4.5575], [0.6148, -4.5168, 1.8845], [-0.8241, -3.6298, 2.6629], [-0.0677, -4.9580, 3.4452], [-1.2743, -0.9136, -7.4813], [-1.0256, -0.9269, -5.9848], [-0.6771, -2.0904, -5.3286], [-0.8476, -1.9590, -3.8258], [-0.4282, -3.1733, -5.8633], [-1.6308, 0.0971, -7.6800], [-2.0620, -1.6378, -7.6889], [-0.3384, -1.0537, -8.0222], [-1.3415, -0.1134, -5.4764], [-1.8822, -1.6830, -3.6220], [-0.2072, -1.0916, -3.6660], [-0.4666, -2.8126, -3.2652], [-4.5186, 0.4459, 4.9624], [-3.6118, 0.5279, 6.1614], [-2.4392, -0.0738, 6.2754], [-1.7025, 0.0829, 7.5643], [-1.9299, -0.7102, 5.3476], [-5.3811, 1.1006, 4.8378], [-4.8685, -0.5839, 4.8908], [-3.9989, 0.5202, 4.0072], [-4.0453, 0.8134, 7.0278], [-2.1848, -0.5620, 8.2988], [-1.7661, 1.1062, 7.9345], [-0.7302, -0.2762, 7.2268], [5.4713, 3.3142, 3.2275], [4.5624, 3.4524, 2.0700], [3.3005, 3.7299, 2.0476], [2.6155, 4.0253, 0.6397], [2.5694, 3.7469, 3.0221], [4.9247, 3.6169, 4.1206], [6.1782, 4.1202, 3.0304], [5.9777, 2.3490, 3.2378], [5.0472, 3.1347, 1.2428], [3.3074, 4.3448, -0.1397], [1.7123, 4.6251, 0.7516], [2.1546, 3.1237, 0.2361]],
  "forces_ev_per_angstrom": [[-0.88, 3.09, 2.29], [1.23, -5.11, -3.91], [-2.30, 0.51, 0.48], [1.42, -0.27, -0.31], [-1.87, 1.73, -0.11], [-0.02, -0.25, 1.01], [1.10, 0.45, 1.43], [0.63, 0.54, -0.15], [0.18, -0.68, -0.24], [0.38, -0.10, -0.51], [1.76, -1.25, 0.42], [-2.42, -2.00, -0.24], [-0.25, 5.27, 0.25], [0.92, -0.78, 0.74], [-0.33, -0.31, 0.79], [-0.12, -0.63, -2.83], [-0.70, 1.28, -0.74], [0.26, -0.13, 1.22], [0.64, -0.37, 0.14], [0.30, -1.25, 0.36], [0.27, 0.09, -0.04], [0.83, -0.20, 2.25], [-0.70, 3.19, 2.16], [-1.45, -1.44, -2.30], [1.11, 0.78, 1.02], [2.96, -0.23, -1.01], [-0.60, -0.52, -1.23], [-0.22, -0.73, 0.57], [-1.38, 0.06, -0.79], [-0.04, -0.43, -0.33], [-0.83, -0.19, -0.10], [-0.53, 2.49, -1.72], [0.60, 0.87, -1.05], [1.70, -0.84, -0.14], [-0.87, -1.94, 0.07], [-1.08, 1.85, 0.70], [2.35, 0.54, -1.60], [-2.36, -3.28, 3.37], [-0.34, -0.07, 0.40], [0.39, -0.52, -0.32], [0.31, -0.02, 0.02], [-0.35, 0.85, 0.22], [-1.15, -1.89, 1.11], [0.09, 1.03, 0.24], [-3.01, 1.81, -1.15], [2.71, -1.56, -0.01], [-1.86, 0.38, -1.74], [2.09, 1.40, 0.17], [0.76, -1.11, 0.01], [0.48, -0.30, 0.47], [-0.26, -0.01, -0.64], [-0.09, 1.11, 0.45], [0.24, -0.91, 0.98], [-1.14, 0.54, -0.47], [0.25, -0.94, 2.48], [-0.98, 0.72, -1.34], [0.42, 0.70, -0.67], [1.40, -0.58, -0.68], [-0.38, 0.30, -0.42], [0.10, -0.53, 0.22], [0.36, 1.03, -0.13], [-0.09, -0.33, 0.14], [-0.11, -0.02, 0.53], [-0.01, -0.07, 0.35], [0.20, -0.76, 0.06], [0.57, -0.61, 0.86], [-1.82, 2.90, 1.91], [2.97, -2.55, -1.17], [-0.78, 0.26, 0.10], [-0.20, 0.62, -0.39], [-0.03, 0.19, 0.32], [-0.15, -0.14, -0.29], [-0.29, -0.33, -0.74], [-0.06, -0.15, -0.17], [-0.42, 0.29, -0.08], [-0.19, -0.29, -0.77], [0.39, 0.07, 0.32], [0.23, 0.54, 2.17], [0.49, -1.36, -1.50], [-1.63, -0.58, -0.33], [0.99, 0.75, -0.81], [0.24, 1.19, -0.07], [-0.08, -0.11, -0.15], [0.33, -0.08, -0.39], [-0.25, -0.38, -0.03], [0.10, -0.10, 0.07], [0.11, -0.23, 0.28], [-0.12, 0.17, 0.96], [-0.36, 0.08, -0.14], [0.91, -1.62, -0.28], [-2.78, 1.38, -0.81], [0.82, -0.74, -1.35], [-0.41, -0.24, -0.34], [-0.26, 0.20, 0.09], [0.33, 0.35, 1.12], [-0.36, -0.06, 0.22], [0.70, 0.39, 0.37], [0.05, 0.21, -0.22], [0.37, -0.19, 0.14], [0.43, -0.04, -0.06], [0.28, 0.27, 1.04], [-0.78, 1.41, -0.58], [3.80, -1.50, -0.31], [-4.23, 0.56, -1.49], [0.54, -0.97, 0.60], [0.07, 0.24, 0.68], [0.09, -0.64, 0.08], [0.54, -0.26, 0.41], [-0.33, 0.04, 0.30], [-0.54, 0.56, -0.37], [-0.05, 0.43, 0.15], [0.67, 0.58, 0.31], [0.31, -0.56, 0.17]],
  "lowdin_charge": [0.141, -0.552, 0.060, -0.004, -0.335, 0.068, 0.154, 0.142, 0.140, 0.175, 0.195, -0.622, 0.097, -0.023, -0.358, 0.096, 0.155, 0.122, 0.139, 0.135, -0.240, 0.749, -0.219, -0.237, -0.160, -0.084, -0.247, 0.118, 0.090, 0.125, 0.089, -0.236, 0.771, -0.239, -0.203, -0.176, -0.256, -0.190, 0.127, 0.142, 0.132, 0.137, -0.263, 0.742, -0.243, -0.213, -0.210, -0.098, -0.236, 0.110, 0.112, 0.113, 0.119, -0.028, 0.027, -0.568, 0.003, 0.052, 0.071, 0.078, 0.068, 0.133, 0.071, 0.081, 0.082, -0.058, 0.034, -0.592, 0.012, 0.033, 0.084, 0.060, 0.085, 0.117, 0.096, 0.063, 0.088, -0.040, 0.008, -0.530, -0.003, 0.022, 0.065, 0.080, 0.078, 0.064, 0.078, 0.084, 0.071, -0.039, 0.032, -0.576, 0.013, 0.013, 0.082, 0.074, 0.066, 0.136, 0.092, 0.089, 0.079, -0.025, 0.003, -0.569, 0.012, 0.029, 0.087, 0.082, 0.086, 0.136, 0.071, 0.047, 0.056],
  "multiplicity": 1,
  "total_charge": 0,
  "smiles": "O=C1OC[C@@H](F)O1.O=C1OC[C@@H](F)O1.O=S1(=O)OCCO1.O=S1(=O)OCCO1.O=S1(=O)OCCO1.CNC(C)=O.CNC(C)=O.CNC(C)=O.CNC(C)=O.CNC(C)=O"
}

{
  "formula": "C27H53F9NO14S2",
  "method": "ωB97M-V/def2-TZVPD",
  "symbols": ["C", "C", "O", "C", "S", "O", "O", "N", "S", "O", "O", "C", "C", "C", "F", "F", "C", "F", "F", "C", "F", "F", "C", "F", "F", "F", "H", "H", "H", "H", "H", "H", "H", "H", "H", "H", "H", "C", "O", "C", "C", "O", "C", "C", "O", "C", "H", "H", "H", "H", "H", "H", "H", "H", "H", "H", "H", "H", "H", "H", "C", "O", "C", "C", "O", "C", "C", "O", "C", "H", "H", "H", "H", "H", "H", "H", "H", "H", "H", "H", "H", "H", "H", "C", "O", "C", "C", "O", "C", "C", "O", "C", "H", "H", "H", "H", "H", "H", "H", "H", "H", "H", "H", "H", "H", "H"],
  "xyz": [[4.2604, -0.6902, 0.3318], [4.3255, 0.6974, 0.9384], [3.8234, 1.7199, 0.1002], [2.5101, 1.5642, -0.3239], [1.3138, 1.4782, 1.0401], [1.3673, 0.1255, 1.5512], [1.6970, 2.5160, 1.9670], [-0.0065, 1.7677, 0.1818], [-1.2316, 2.4033, 0.9757], [-1.6065, 1.6553, 2.1574], [-1.1996, 3.8404, 1.1213], [-2.5465, 2.1284, -0.2050], [-3.8208, 2.6060, 0.4875], [-5.0806, 2.4597, -0.3372], [-4.8391, 2.5275, -1.6746], [-5.9142, 3.5077, -0.0501], [-5.9337, 1.1860, -0.0654], [-5.8605, 0.8510, 1.2511], [-7.2376, 1.4686, -0.3347], [-5.5554, -0.0531, -0.9406], [-6.3566, -0.0751, -2.0330], [-4.2737, -0.0152, -1.3364], [-5.7726, -1.4008, -0.1994], [-5.6730, -2.4051, -1.1019], [-4.8321, -1.5841, 0.7404], [-6.9938, -1.4603, 0.3561], [4.9036, -1.3616, 0.8924], [4.5944, -0.7005, -0.7006], [3.2501, -1.0715, 0.4276], [3.8419, 0.6909, 1.9093], [5.3663, 0.9529, 1.1177], [2.3425, 0.6900, -0.9527], [2.2473, 2.4484, -0.8892], [-2.3704, 2.7318, -1.0853], [-2.5714, 1.0870, -0.4910], [-3.7031, 3.6646, 0.6821], [-3.8962, 2.1179, 1.4509], [11.0926, 0.3808, 2.7046], [10.6977, -0.8934, 2.2515], [9.7164, -1.5041, 3.0724], [8.7339, -2.3266, 2.2686], [7.7901, -1.5741, 1.5273], [8.2438, -0.8749, 0.3765], [8.6363, -1.7577, -0.7868], [9.8826, -2.4029, -0.5721], [9.9456, -3.6952, -1.1262], [11.6781, 0.3107, 3.6289], [11.7107, 0.8273, 1.9275], [10.2254, 1.0285, 2.8745], [9.1627, -0.7472, 3.6387], [10.2250, -2.1664, 3.7865], [8.1311, -2.8878, 2.9870], [9.2491, -3.0557, 1.6408], [9.0401, -0.1743, 0.6322], [7.3843, -0.2860, 0.0481], [8.7235, -1.1310, -1.6845], [7.8439, -2.4955, -0.9539], [9.0958, -4.3077, -0.8033], [10.8631, -4.1605, -0.7690], [9.9686, -3.6591, -2.2218], [3.6322, 3.2519, -3.3132], [2.8433, 4.4212, -3.3380], [3.5969, 5.6163, -3.3630], [2.9052, 6.6897, -4.1710], [2.9434, 6.5024, -5.5786], [2.1402, 5.4836, -6.1502], [0.6552, 5.7709, -6.1577], [0.0925, 5.6157, -4.8702], [-0.9566, 6.5127, -4.5914], [4.1404, 3.1426, -2.3492], [2.9642, 2.4047, -3.4585], [4.3718, 3.2542, -4.1240], [4.5948, 5.4379, -3.7816], [3.7141, 5.9772, -2.3324], [3.4527, 7.6207, -4.0035], [1.8846, 6.8455, -3.8184], [2.3445, 4.5117, -5.6976], [2.4629, 5.4333, -7.1934], [0.1665, 5.0606, -6.8399], [0.4888, 6.7863, -6.5369], [-0.6548, 7.5487, -4.7879], [-1.1964, 6.4149, -3.5346], [-1.8496, 6.2770, -5.1823], [-10.3724, -8.4136, 3.0716], [-10.3655, -7.0386, 3.3738], [-9.9275, -6.7503, 4.6902], [-9.1434, -5.4587, 4.7554], [-7.8340, -5.5289, 4.2214], [-7.6698, -5.5841, 2.8129], [-7.9515, -4.2876, 2.0882], [-9.3442, -4.0266, 2.0147], [-9.6636, -2.6553, 2.1147], [-11.1632, -8.9384, 3.6208], [-10.5582, -8.5129, 2.0036], [-9.4053, -8.8757, 3.3011], [-9.3026, -7.5643, 5.0750], [-10.8103, -6.6569, 5.3377], [-8.9961, -5.2320, 5.8143], [-9.7093, -4.6319, 4.3224], [-8.2386, -6.4076, 2.3769], [-6.6105, -5.8070, 2.6679], [-7.5566, -4.3609, 1.0663], [-7.4314, -3.4723, 2.6028], [-9.1926, -2.2042, 2.9953], [-10.7442, -2.5760, 2.2228], [-9.3540, -2.1116, 1.2171]],
  "forces_ev_per_angstrom": [[-0.19, -0.03, 0.30], [0.65, -0.40, 0.03], [0.17, 0.08, -0.01], [-0.45, 0.18, -0.02], [0.45, -0.05, -0.41], [-0.09, -0.20, 0.01], [-0.21, 0.13, 0.08], [-0.03, 0.28, 0.63], [-0.25, -0.22, -0.44], [0.05, -0.04, 0.14], [0.23, 0.20, 0.06], [-0.26, 0.09, 0.05], [0.33, -0.15, -0.40], [0.02, 0.32, 0.52], [-0.17, -0.04, -0.04], [0.04, -0.12, -0.01], [-0.45, 0.09, -0.10], [0.03, 0.15, -0.48], [0.42, -0.22, 0.16], [-0.45, -0.19, 0.05], [0.39, 0.06, 0.21], [-0.23, -0.12, 0.02], [0.33, -0.54, -0.08], [-0.06, 0.48, 0.58], [-0.65, 0.03, -0.47], [0.50, 0.01, -0.18], [0.19, -0.07, 0.16], [-0.02, 0.05, -0.27], [-0.19, -0.14, -0.26], [-0.30, 0.12, 0.14], [0.19, 0.24, -0.07], [0.04, -0.24, -0.01], [-0.07, 0.21, -0.06], [0.29, 0.08, -0.17], [0.14, -0.17, 0.15], [-0.05, 0.28, 0.04], [-0.27, -0.13, 0.14], [0.05, -0.12, -0.01], [-0.20, 0.12, -0.14], [0.18, -0.03, 0.01], [-0.11, -0.12, 0.05], [0.01, 0.03, -0.08], [-0.07, 0.07, 0.06], [0.17, 0.07, -0.11], [-0.11, -0.11, 0.23], [0.06, 0.12, -0.02], [-0.03, 0.07, 0.03], [0.04, -0.03, 0.01], [0.01, 0.01, 0.04], [-0.02, 0.03, -0.02], [-0.11, 0.00, 0.09], [0.00, 0.01, 0.01], [0.14, 0.11, -0.05], [0.15, -0.10, -0.05], [-0.04, -0.02, 0.05], [-0.16, -0.01, -0.02], [-0.01, -0.02, 0.02], [-0.01, -0.01, -0.05], [0.03, 0.03, -0.03], [-0.05, -0.07, -0.01], [-0.03, 0.06, 0.17], [-0.03, -0.01, -0.41], [-0.09, -0.12, 0.20], [-0.05, 0.15, 0.05], [0.04, 0.04, -0.06], [0.09, -0.09, -0.07], [-0.14, -0.14, 0.08], [0.20, 0.20, 0.10], [-0.01, -0.13, -0.01], [0.08, -0.08, -0.05], [-0.03, 0.01, 0.07], [0.03, 0.03, 0.03], [0.00, -0.01, -0.04], [0.12, 0.08, -0.03], [0.01, 0.00, -0.02], [-0.04, -0.17, 0.03], [-0.11, 0.02, 0.14], [0.00, 0.01, -0.01], [0.04, 0.09, -0.12], [0.00, 0.03, 0.02], [-0.03, 0.00, -0.03], [-0.02, -0.05, 0.00], [-0.02, 0.08, -0.01], [-0.09, 0.09, 0.02], [0.27, 0.01, -0.09], [-0.17, -0.01, -0.05], [0.00, 0.14, 0.05], [0.06, -0.04, 0.05], [0.06, -0.09, -0.08], [-0.13, 0.00, -0.13], [-0.03, -0.01, 0.31], [-0.01, -0.09, -0.10], [0.04, -0.07, 0.01], [-0.05, 0.01, 0.00], [-0.02, -0.03, 0.03], [0.03, -0.01, -0.02], [0.07, -0.02, 0.12], [0.00, 0.00, 0.01], [-0.07, -0.09, -0.14], [-0.15, 0.08, -0.02], [0.01, 0.01, 0.02], [0.14, 0.03, 0.05], [-0.01, 0.02, 0.01], [0.03, 0.04, -0.04], [-0.01, -0.04, -0.05], [0.01, 0.09, 0.05]],
  "lowdin_charge": [-0.080, -0.272, -0.158, -0.293, 0.522, -0.339, -0.316, -0.336, 0.500, -0.331, -0.333, -0.231, -0.107, -0.418, 0.116, 0.102, -0.318, 0.137, 0.132, -0.335, 0.150, 0.160, -0.511, 0.158, 0.181, 0.162, 0.067, 0.076, 0.060, 0.108, 0.108, 0.106, 0.094, 0.104, 0.088, 0.128, 0.118, -0.117, -0.198, -0.202, -0.185, -0.125, -0.176, -0.196, -0.199, -0.121, 0.086, 0.087, 0.089, 0.126, 0.126, 0.129, 0.118, 0.121, 0.119, 0.129, 0.127, 0.087, 0.086, 0.087, -0.111, -0.190, -0.204, -0.183, -0.128, -0.188, -0.209, -0.192, -0.113, 0.086, 0.091, 0.086, 0.124, 0.131, 0.125, 0.120, 0.121, 0.125, 0.126, 0.123, 0.085, 0.092, 0.086, -0.119, -0.195, -0.205, -0.187, -0.121, -0.180, -0.203, -0.194, -0.110, 0.086, 0.087, 0.087, 0.124, 0.126, 0.128, 0.120, 0.119, 0.129, 0.126, 0.126, 0.091, 0.086, 0.078],
  "multiplicity": 1,
  "total_charge": -1
}

| no. | HOMO energy (eV) |
| --- | --- |
| 1 | -8.93 |
| 2 | -5.72 |